Entry 1:
A structure of composition C23H34N2O2. Source: the OMol25 dataset; level of theory: ωB97M-V/def2-TZVPD.

Element x y z (Å)
C (-8.3527, -0.0860, -0.1360)
H (-8.2244, -0.7833, 0.6169)
H (-8.1410, -0.5556, -1.1729)
H (-9.3005, 0.4050, -0.2408)
C (-7.2418, 0.7531, -0.2358)
C (-6.0369, 0.1459, -0.0273)
C (-4.9941, -0.4270, 0.1509)
C (-3.6700, -0.9296, -0.0983)
C (-2.8112, -0.6735, 0.9740)
C (-1.4975, -1.3832, 1.0951)
C (-1.2283, -2.0308, 0.1208)
C (-2.1617, -2.3800, -1.0389)
C (-3.2656, -2.0308, -1.0915)
H (-3.9545, -1.9576, -1.7512)
H (-1.7933, -3.1824, -1.8506)
C (0.1106, -2.9215, 0.2860)
N (1.2463, -2.0545, 0.4431)
C (2.4633, -2.5116, 0.7999)
C (3.5759, -1.2317, 1.0202)
N (3.5447, -0.3293, 0.1171)
C (4.5870, 0.5881, 0.1481)
C (4.5898, 1.8040, -0.6516)
C (6.1351, 2.3238, -0.6172)
H (6.3874, 2.8759, -1.3426)
C (6.9499, 1.0891, -0.8030)
H (7.9659, 1.0917, -0.0246)
H (7.2154, 0.3710, -1.5594)
C (6.0590, 0.0810, 0.1157)
H (5.8520, -1.0350, -0.3200)
H (6.4334, -0.3755, 1.2082)
H (6.2518, 2.9108, 0.1888)
H (3.9438, 2.4708, -0.7655)
H (4.5889, 1.3229, -1.7794)
H (4.5074, 0.9285, 1.2155)
C (2.2344, 0.1085, -0.3348)
C (1.4110, -0.7962, -0.7002)
H (0.4155, -0.6242, -1.2134)
H (1.8261, -1.4998, -1.3319)
H (2.3815, 0.8529, -1.2045)
C (1.4894, 1.1362, 0.8696)
C (0.5352, 1.7911, 0.4260)
O (-0.1195, 2.7619, 1.5697)
H (-0.8382, 3.1614, 1.0714)
H (0.7459, 2.3483, -0.5511)
H (-0.4763, 1.2956, -0.1562)
H (2.4962, 1.6124, 1.2122)
H (1.3057, 0.2351, 1.5910)
H (4.5889, -1.9215, 1.2949)
H (3.1694, -0.7711, 1.9184)
H (2.2588, -3.0659, 1.6219)
H (2.9424, -2.9835, -0.1778)
H (0.2271, -3.5450, 0.9525)
H (0.5500, -3.4080, -0.8624)
H (-0.7762, -1.2251, 2.0062)
H (-2.9180, -0.0716, 1.9648)
C (-7.2418, 2.0288, -1.0399)
H (-6.4881, 2.5822, -1.2203)
H (-7.2578, 1.4163, -2.1423)
H (-8.1965, 2.5747, -1.2236)
O (-7.3258, 1.5901, 1.4455)
H (-6.6735, 2.1339, 1.2203)

Atoms 1-3, force components in eV/Å:
-1.5 -1.1 -4.5
-0.2 -1.3 1.4
-1.1 -0.5 1.3

Values from the calculation:
energy relative to the best compared isomer or geometry (same formula, charge and spin) = 618.92 kcal per mole
total charge = 0


Entry 2:
A cluster of 2 separate species, C23H34N3O5 in total. Source: the OMol25 dataset; level of theory: ωB97M-V/def2-TZVPD.

Element x y z (Å)
C (3.7725, -3.7924, 2.0980)
C (3.5864, -3.4264, 0.6587)
O (3.6901, -4.2612, -0.1992)
O (3.2642, -2.1559, 0.4116)
C (3.8636, -1.6025, -0.7774)
C (3.4253, -0.1786, -0.9872)
C (2.0423, -0.0326, -1.6356)
C (1.8562, 1.4323, -2.0420)
C (0.4094, 1.9436, -2.1177)
C (-0.5879, 1.4532, -1.0865)
C (-1.8684, 1.1816, -1.4880)
C (-2.8982, 0.7800, -0.6000)
C (-4.2568, 0.6038, -1.2126)
N (-4.4732, -0.7348, -1.7971)
C (-2.5966, 0.6234, 0.7349)
C (-3.6379, 0.1652, 1.7286)
C (-3.2926, -1.2132, 2.3490)
C (-3.6998, -2.4241, 1.5358)
O (-2.7286, -2.6229, 0.4885)
C (-2.9928, -3.6388, -0.3368)
C (-2.4188, -3.5426, -1.7130)
O (-3.6548, -4.5910, -0.0162)
C (-1.2800, 0.9057, 1.2078)
N (-1.0353, 0.7893, 2.5502)
C (0.1950, 1.0684, 2.8907)
C (1.1930, 1.4785, 1.9918)
N (0.9725, 1.6193, 0.7151)
C (-0.2912, 1.3183, 0.2977)
H (4.3487, -4.7052, 2.1558)
H (4.2491, -3.0082, 2.6773)
H (2.7872, -4.0062, 2.5113)
H (4.9454, -1.6130, -0.6281)
H (3.6683, -2.1969, -1.6659)
H (4.1505, 0.2648, -1.6718)
H (3.4682, 0.4226, -0.0812)
H (1.3047, -0.3895, -0.9206)
H (2.0425, -0.7043, -2.4949)
H (2.2804, 1.5362, -3.0400)
H (2.4505, 2.0624, -1.3891)
H (0.4534, 3.0318, -2.0764)
H (0.0086, 1.6764, -3.0934)
H (-2.1267, 1.2859, -2.5341)
H (-4.3903, 1.3184, -2.0207)
H (-5.0562, 0.8276, -0.5086)
H (-4.8520, -1.3660, -1.1066)
H (-5.1041, -0.6562, -2.5807)
H (-4.5998, 0.0465, 1.2461)
H (-3.7247, 0.8580, 2.5609)
H (-2.2240, -1.3245, 2.4997)
H (-3.7726, -1.3149, 3.3205)
H (-3.6369, -3.2862, 2.1950)
H (-4.7085, -2.3552, 1.1301)
H (-1.9151, -4.4661, -1.9705)
H (-3.2746, -3.4455, -2.3756)
H (-1.8050, -2.6620, -1.8610)
H (0.4572, 0.9829, 3.9390)
H (2.1854, 1.6896, 2.3683)
C (2.9227, 4.5115, 0.6700)
C (3.5476, 5.5810, -0.2548)
O (3.8098, 5.0906, -1.4756)
H (3.5997, 3.6603, 0.7992)
H (2.7062, 4.9224, 1.6747)
H (1.9812, 4.1463, 0.2521)
H (4.4329, 5.9855, 0.3166)
H (2.8330, 6.4535, -0.2159)

Atoms 1-3, force components in eV/Å:
-0.3 0.2 0.3
-0.1 -0.6 -0.1
0.3 -0.2 -0.6

Values from the calculation:
total charge = -1


no.,Kohn-Sham gap (eV),LUMO (eV)
1,8.1,0.482
2,4.3,1.948